The following is a DFT calculation (ωB97M-V/def2-TZVPD) of one molecule with the formula C3H3NOS2.

As for the charge: 0. For the orbital gap, the calculation gives 8.22 eV. The calculation puts the highest occupied orbital energy at -9.09 eV. The energy relative to the best compared isomer or geometry (same formula, charge and spin) is 92.3 kcal per mole. The calculated total energy comes out at -1042.351581 Ha.

```
10
Properties=species:S:1:pos:R:3:forces:R:3:lowdin_charge:R:1
S -2.347827 -1.303315 0.563782 -1.3987 -1.4856 0.7499 0.75
C -0.866564 -0.726984 0.430176 -1.2003 -2.2264 -0.8312 -1.23
C -0.830949 0.635654 0.119223 1.2992 6.7914 -1.1974 -0.29
O 0.012683 1.072416 -1.096696 -0.3308 -2.4402 2.1545 -0.11
N 1.272946 0.622324 -0.890898 1.5280 1.4911 -0.8190 -0.05
C 1.632525 -0.300092 -0.101932 -1.7986 -1.4070 -1.0390 -0.40
S 0.544363 -1.662018 0.391679 0.6224 0.6739 0.6000 0.98
H -1.848325 1.136723 -0.134964 1.9171 -1.1116 0.8772 0.14
H -0.188704 1.214438 0.900752 -1.5860 -0.7851 -0.6293 0.16
H 2.619852 -0.689146 -0.181122 0.9477 0.4996 0.1343 0.06
```
Forces are in eV/Å.